12
Properties=species:S:1:pos:R:3:forces:R:3:nbo_charge:R:1 method="wB97M-V/def2-TZVPD" relative_energy_kj_mol=181.9 multiplicity=1 mol_weight_g_mol=316.7 total_charge=+1
O -1.097 -0.176 0.018 -0.570 1.126 -0.176 -1.1832
C -0.488 -1.444 -0.153 0.665 -0.481 0.422 -0.1174
C 0.909 -1.414 -0.757 1.482 -1.094 0.178 -0.2462
O 2.225 -1.114 0.168 -2.189 -0.101 -1.120 -0.5235
C 2.647 0.117 0.359 0.572 -0.997 0.327 0.5400
O 1.958 1.057 -0.113 -1.668 1.511 -0.602 -0.9815
Tl -3.397 -0.123 0.598 -0.208 -0.166 0.114 0.9613
Mg 0.052 1.265 -0.423 1.586 -0.764 0.365 1.7237
H -1.117 -2.061 -0.821 0.260 0.167 0.064 0.1842
H -0.438 -1.957 0.823 0.054 0.135 -0.329 0.1967
H 0.988 -0.949 -1.752 -0.046 0.442 0.438 0.1979
H 1.147 -2.459 -0.997 0.062 0.222 0.318 0.2482

66
Properties=species:S:1:pos:R:3:forces:R:3:mulliken_spin:R:1 method="wB97M-V/def2-TZVPD" relative_energy_kj_mol=14.1 multiplicity=2 mol_weight_g_mol=891.3
In -1.944 1.077 -0.235 0.070 0.131 0.035 0.4632
Cl -4.907 0.647 -0.541 -0.068 -0.043 0.066 0.0209
C -5.074 -0.416 0.838 0.075 0.067 -0.029 0.0095
C -6.096 -1.346 0.769 0.005 -0.012 -0.030 -0.0010
C -6.295 -2.219 1.822 -0.017 -0.005 0.004 0.0029
C -5.468 -2.149 2.929 -0.009 -0.027 0.040 -0.0012
C -4.449 -1.214 2.974 0.050 -0.010 -0.005 -0.0108
Cl -3.450 -1.197 4.394 -0.011 0.012 -0.029 0.0032
C -4.203 -0.305 1.932 0.005 -0.144 -0.054 0.0117
S -2.917 0.876 2.091 -0.083 0.124 0.055 0.1782
H -6.725 -1.376 -0.109 0.001 0.003 0.000 -0.0009
H -7.090 -2.949 1.781 -0.005 -0.003 0.002 0.0000
H -5.600 -2.818 3.767 -0.004 -0.004 0.003 0.0003
F 2.474 5.898 4.603 -0.018 -0.052 -0.038 0.0000
C 2.084 4.930 3.781 0.038 0.084 0.067 0.0008
C 2.976 3.951 3.393 0.092 0.013 0.051 -0.0007
F 4.229 3.980 3.841 -0.059 -0.013 -0.027 0.0001
C 2.556 2.952 2.535 0.013 -0.034 -0.064 -0.0020
F 3.473 2.048 2.182 -0.123 -0.024 0.006 0.0003
C 1.255 2.888 2.044 0.088 -0.104 -0.020 -0.0306
P 0.769 1.563 0.855 -0.083 -0.014 0.007 0.2028
C 1.918 1.883 -0.522 -0.016 -0.052 -0.011 -0.0329
C 3.148 1.253 -0.683 0.075 0.032 -0.058 0.0002
C 3.951 1.567 -1.772 -0.053 -0.008 0.033 -0.0001
C 3.534 2.515 -2.697 -0.045 -0.006 0.018 -0.0003
C 2.307 3.146 -2.540 0.018 -0.031 0.016 0.0047
C 1.496 2.822 -1.464 0.090 -0.031 0.004 -0.0042
C 1.287 0.017 1.651 -0.001 0.075 0.128 0.0086
C 1.224 -0.132 3.036 0.013 -0.001 -0.038 0.0062
C 1.473 -1.364 3.619 -0.012 0.028 -0.017 -0.0047
C 1.777 -2.461 2.825 -0.012 0.005 -0.005 0.0068
C 1.812 -2.325 1.446 0.010 0.022 -0.018 -0.0055
C 1.557 -1.095 0.858 0.020 -0.054 -0.091 0.0116
C 0.375 3.899 2.444 -0.034 -0.055 -0.015 -0.0182
Br -1.409 3.972 1.856 0.020 0.037 -0.017 0.0037
C 0.787 4.902 3.304 -0.057 0.077 0.025 -0.0043
F -0.045 5.868 3.692 0.041 -0.059 -0.028 -0.0015
H 3.483 0.521 0.041 0.004 0.027 -0.010 -0.0002
H 4.905 1.071 -1.894 0.007 0.004 0.004 0.0000
H 4.162 2.756 -3.545 0.005 0.009 0.002 -0.0002
H 1.973 3.877 -3.265 -0.003 -0.001 -0.004 0.0000
H 0.524 3.291 -1.361 -0.024 0.008 0.008 -0.0064
H 0.966 0.710 3.666 0.006 0.045 0.015 0.0022
H 1.420 -1.469 4.695 0.004 0.009 0.000 -0.0003
H 1.969 -3.424 3.281 0.004 -0.001 0.002 0.0005
H 2.022 -3.183 0.819 -0.006 0.008 -0.006 0.0000
H 1.545 -1.014 -0.224 0.034 -0.026 0.093 0.0036
C 1.392 -1.566 -4.742 0.011 -0.025 -0.042 -0.0005
C 1.635 -1.096 -3.328 -0.079 -0.041 0.072 0.0295
O 0.640 -1.583 -2.397 0.018 0.097 0.036 -0.0083
P -0.876 -1.059 -2.380 0.094 0.018 -0.075 0.0170
S -1.558 -1.471 -0.533 0.029 0.046 -0.053 0.0294
S -1.019 0.825 -2.954 0.007 -0.099 0.037 0.1212
O -1.631 -1.956 -3.454 -0.132 -0.049 -0.064 0.0068
C -2.104 -3.292 -3.179 0.078 0.051 -0.080 0.0031
C -0.970 -4.283 -3.055 -0.030 -0.084 0.014 -0.0011
H 2.218 -1.225 -5.370 -0.012 -0.015 -0.025 0.0002
H 0.465 -1.158 -5.144 -0.005 0.002 0.018 0.0021
H 1.348 -2.655 -4.791 0.005 0.033 0.001 -0.0002
H 1.659 -0.007 -3.272 -0.005 0.043 0.033 -0.0150
H 2.575 -1.490 -2.941 0.002 0.037 0.017 -0.0007
H -2.744 -3.525 -4.027 -0.016 -0.016 0.000 0.0001
H -2.714 -3.264 -2.275 0.002 0.000 0.017 -0.0009
H -0.344 -4.274 -3.948 -0.033 0.006 0.028 0.0001
H -1.384 -5.286 -2.933 0.014 -0.001 -0.002 0.0000
H -0.346 -4.063 -2.188 0.004 -0.002 -0.001 0.0010

101
Properties=species:S:1:pos:R:3:forces:R:3:mulliken_spin:R:1 method="wB97M-V/def2-TZVPD" relative_energy_kj_mol=185.4 multiplicity=4 mol_weight_g_mol=1094.9 total_charge=-1
Re -0.333 -0.398 -0.645 -0.185 -0.822 -2.247 2.2158
C -1.785 3.718 -4.752 0.243 0.069 0.081 -0.0135
C -0.391 3.948 -4.166 -0.092 -0.049 -0.328 0.0299
N -0.361 3.823 -2.725 -0.152 0.251 0.376 0.0016
C -0.658 2.624 -2.138 0.095 -1.014 -0.600 0.0020
S -0.457 1.189 -3.043 -0.105 -0.235 0.553 0.1960
N -1.101 2.695 -0.911 -0.164 1.269 0.723 -0.0131
N -1.286 1.587 -0.196 -0.378 -0.812 0.432 -0.0259
C -2.170 1.632 0.771 0.332 1.005 -0.850 -0.0097
C -3.051 2.813 1.033 0.220 -0.015 -0.074 0.0048
C -2.340 0.437 1.534 -0.067 -1.158 0.603 -0.0353
C -3.353 0.273 2.495 0.315 0.215 -0.381 0.0521
C -3.467 -0.919 3.168 0.319 -0.397 -0.057 0.0215
C -2.547 -1.937 2.900 -0.145 0.323 0.112 0.0274
C -1.593 -1.720 1.932 0.176 -0.364 0.220 -0.0413
N -1.481 -0.580 1.256 -0.476 0.574 -0.413 0.1102
H -1.750 3.771 -5.837 -0.029 -0.007 -0.174 -0.0011
H -2.494 4.462 -4.392 -0.052 0.104 0.053 -0.0004
H -2.129 2.731 -4.456 -0.130 -0.035 -0.076 0.0053
H -0.026 4.945 -4.425 0.090 -0.087 0.038 -0.0005
H 0.299 3.196 -4.560 -0.021 0.228 -0.087 -0.0034
H -0.712 4.615 -2.202 0.037 -0.103 0.014 -0.0005
H -2.775 3.639 0.384 -0.001 -0.079 0.036 0.0002
H -2.959 3.130 2.073 -0.035 0.021 0.078 0.0014
H -4.088 2.535 0.844 -0.082 -0.048 -0.060 0.0026
H -4.048 1.078 2.677 -0.008 0.021 -0.037 -0.0129
H -4.256 -1.075 3.891 -0.036 0.031 0.006 0.0020
H -2.591 -2.885 3.410 -0.005 -0.117 0.011 0.0053
H -0.890 -2.497 1.663 0.024 -0.033 -0.055 -0.0379
C 4.036 4.079 -3.268 -0.300 -0.386 0.119 -0.0010
Sb 2.918 2.581 -2.113 0.731 0.468 0.132 0.0006
C 2.772 3.914 -0.419 -0.121 -0.233 -0.196 -0.0005
C 4.746 1.699 -1.336 -0.309 0.010 -0.070 0.0032
H 4.888 4.448 -2.710 0.137 0.025 0.201 0.0000
H 3.379 4.908 -3.504 -0.149 0.168 -0.056 -0.0001
H 4.385 3.640 -4.195 0.072 -0.076 -0.222 0.0000
H 3.534 4.683 -0.475 0.212 0.062 -0.013 0.0002
H 2.896 3.318 0.481 0.017 0.026 0.115 0.0014
H 1.796 4.379 -0.404 -0.208 0.109 0.046 0.0003
H 5.359 2.473 -0.886 0.092 0.140 0.070 0.0003
H 5.304 1.219 -2.134 0.084 -0.121 -0.108 0.0000
H 4.477 0.963 -0.579 0.044 -0.031 -0.005 -0.0021
C 2.030 -1.001 -3.720 -0.151 -0.050 0.344 -0.0066
C 1.751 -1.886 -2.493 0.861 -0.519 -0.883 0.0430
C 1.091 -3.194 -2.968 0.023 0.222 0.249 -0.0092
C 3.081 -2.163 -1.762 -0.398 0.138 0.007 0.0040
N 0.850 -1.235 -1.635 -2.302 0.994 1.713 -0.3393
H 2.650 -1.541 -4.433 0.075 -0.071 -0.044 -0.0003
H 2.533 -0.084 -3.414 -0.006 0.055 -0.075 -0.0003
H 1.086 -0.739 -4.186 -0.025 0.087 -0.175 0.0025
H 1.768 -3.713 -3.641 0.117 -0.097 -0.093 0.0006
H 0.166 -2.966 -3.490 -0.092 0.015 -0.092 -0.0019
H 0.833 -3.836 -2.130 0.026 -0.037 0.073 0.0048
H 3.885 -2.246 -2.488 0.136 -0.018 -0.077 0.0010
H 3.022 -3.086 -1.198 0.019 -0.107 0.161 -0.0008
H 3.294 -1.337 -1.082 0.159 0.015 -0.039 -0.0021
C 1.614 -3.241 1.148 -0.063 0.679 -0.076 -0.0023
Si 2.171 -1.569 1.905 0.827 -0.816 0.691 0.0336
C 4.098 -1.532 1.972 -0.824 0.159 -0.157 0.0043
C 1.629 -1.691 3.748 -0.021 0.393 -0.757 0.0101
As 1.619 0.403 0.674 0.061 0.179 0.833 -0.0182
Si 0.909 1.763 2.493 0.206 0.964 1.078 -0.0043
C 2.577 2.055 3.421 -0.502 -0.364 -0.572 -0.0030
C -0.342 1.214 3.859 0.312 -0.160 -0.723 0.0032
C 0.334 3.535 1.999 0.201 -0.737 -0.214 0.0026
H 2.457 -3.862 0.859 0.234 0.018 -0.026 -0.0012
H 1.002 -3.084 0.260 -0.090 -0.115 -0.107 0.0042
H 1.029 -3.824 1.855 -0.115 0.017 0.209 -0.0008
H 4.519 -2.351 2.548 -0.030 -0.212 0.144 0.0004
H 4.422 -0.595 2.417 0.068 0.164 0.102 -0.0007
H 4.513 -1.573 0.969 0.071 -0.016 -0.189 -0.0008
H 2.106 -2.545 4.218 0.219 -0.238 -0.052 0.0003
H 0.557 -1.829 3.840 -0.244 -0.012 0.008 -0.0020
H 1.900 -0.805 4.310 0.042 0.200 0.167 0.0000
H 2.867 1.181 3.995 0.094 -0.216 0.140 0.0003
H 2.535 2.903 4.097 -0.147 0.204 0.113 0.0000
H 3.362 2.235 2.689 0.160 0.092 -0.070 -0.0002
H -0.545 0.150 3.830 -0.067 -0.212 0.053 -0.0006
H -1.290 1.730 3.745 -0.100 0.124 -0.050 0.0002
H 0.047 1.446 4.846 0.225 0.118 0.147 -0.0008
H 1.101 4.263 2.244 0.228 0.080 0.047 0.0002
H -0.574 3.826 2.518 -0.188 -0.082 0.183 -0.0006
H 0.138 3.603 0.934 -0.084 0.081 -0.156 -0.0013
O -6.912 -3.386 1.877 -0.027 -0.011 0.008 -0.0054
N -6.066 -4.230 1.606 -0.588 -0.335 0.467 0.0028
O -6.141 -5.396 1.974 -0.119 -0.038 0.070 0.0114
C -4.942 -3.836 0.847 1.384 -0.138 -0.802 -0.0233
C -3.924 -4.750 0.594 -0.472 -0.164 0.415 0.0730
C -2.795 -4.378 -0.110 -0.734 1.208 -0.110 0.0136
C -2.584 -3.009 -0.557 -0.274 -0.498 0.239 -0.0024
O -1.487 -2.634 -0.996 0.665 0.497 -0.052 0.0093
C -3.725 -2.127 -0.341 -0.221 -0.402 0.295 -0.0872
C -4.851 -2.535 0.358 0.018 0.333 -0.103 0.2282
N -3.665 -0.797 -0.746 -0.622 -0.733 0.804 0.2301
O -4.621 -0.039 -0.475 -0.629 0.647 0.096 0.2857
O -2.657 -0.359 -1.358 2.137 0.660 -1.012 -0.0012
N -1.774 -5.343 -0.288 0.688 -0.665 -0.010 0.0046
O -1.839 -6.370 0.386 0.026 -0.133 0.051 0.0093
O -0.871 -5.139 -1.085 -0.191 -0.120 0.028 0.0134
H -3.998 -5.759 0.973 -0.016 0.050 -0.044 0.0048
H -5.642 -1.828 0.551 0.067 0.024 -0.082 0.0304

10
Properties=species:S:1:pos:R:3:forces:R:3:nbo_charge:R:1 method="wB97M-V/def2-TZVPD" relative_energy_kj_mol=181.1 multiplicity=1 mol_weight_g_mol=76.1 smiles="C#CCC1=C=C1"
C 2.069 -1.067 0.172 0.183 0.493 -0.086 -0.2068
C 1.416 -0.091 -0.053 0.341 -0.136 0.095 0.0013
C 0.357 0.878 -0.278 0.445 0.090 -0.101 -0.5398
C -0.866 0.088 -0.138 -2.262 -0.882 0.471 0.0184
C -1.451 -1.211 -0.266 -0.111 0.937 0.184 -0.0666
C -2.123 -0.091 0.303 1.748 -0.031 -0.826 -0.1895
H 2.736 -1.856 0.351 0.303 -0.515 0.107 0.2348
H 0.422 1.270 -1.299 -0.080 0.107 0.135 0.2712
H 0.399 1.705 0.438 -0.044 -0.043 -0.219 0.2514
H -2.959 0.375 0.770 -0.523 -0.020 0.241 0.2256

Question: Which value of multiplicity does entry 4 give?
Answer: 1

Question: Which of these has the highest multiplicity?
Answer: C29H51AsN8O7ReSSbSi2